This record from the OMol25 dataset describes a molecular structure, C47H28I4N6Pd in a non-equilibrium geometry. The level of theory is the ωB97M-V functional and the def2-TZVPD basis.

Geometry (Å):
1 Pd 0.088 -0.079 0.357
2 I -3.441 7.857 4.833
3 C -2.720 6.149 3.882
4 C -3.340 4.927 4.096
5 C -2.852 3.793 3.463
6 C -1.753 3.861 2.611
7 C -1.147 5.100 2.411
8 C -1.621 6.240 3.039
9 C -1.224 2.643 1.940
10 C -2.032 1.947 1.078
11 C -3.393 2.348 0.709
12 C -3.887 1.390 -0.082
13 C -2.833 0.388 -0.258
14 C -2.955 -0.707 -1.079
15 C -4.281 -0.991 -1.694
16 C -5.336 -1.464 -0.921
17 C -6.575 -1.731 -1.488
18 C -6.762 -1.522 -2.845
19 I -8.615 -1.930 -3.709
20 C -5.725 -1.043 -3.633
21 C -4.494 -0.780 -3.054
22 C -1.864 -1.535 -1.426
23 N -0.599 -1.384 -1.028
24 C 0.167 -2.354 -1.686
25 C 1.533 -2.377 -1.683
26 C 2.265 -3.571 -2.177
27 C 1.685 -4.842 -2.084
28 C 2.353 -5.981 -2.501
29 C 3.637 -5.876 -3.014
30 I 4.650 -7.584 -3.636
31 C 4.253 -4.637 -3.080
32 C 3.578 -3.506 -2.654
33 C 2.263 -1.271 -1.063
34 C 3.435 -0.630 -1.439
35 C 3.900 0.049 -0.301
36 C 2.984 -0.213 0.705
37 N 1.961 -0.997 0.260
38 C 3.019 0.300 2.072
39 C 1.982 1.091 2.481
40 C 1.958 2.094 3.530
41 C 0.828 2.806 3.390
42 C 0.087 2.218 2.294
43 N 0.779 1.220 1.749
44 C 4.181 -0.136 2.897
45 C 4.375 0.185 4.248
46 C 5.425 -0.338 4.979
47 C 6.317 -1.217 4.381
48 I 7.869 -2.039 5.498
49 C 6.150 -1.567 3.054
50 C 5.095 -1.036 2.330
51 C -0.730 -3.153 -2.499
52 C -1.966 -2.645 -2.356
53 N -1.740 0.764 0.459
54 H -4.192 4.855 4.757
55 H -3.328 2.837 3.641
56 H -0.297 5.173 1.743
57 H -1.140 7.194 2.869
58 H -3.867 3.267 1.012
59 H -4.853 1.352 -0.558
60 H -5.185 -1.630 0.139
61 H -7.384 -2.104 -0.875
62 H -5.877 -0.869 -4.690
63 H -3.685 -0.391 -3.661
64 H 0.717 -4.964 -1.621
65 H 1.879 -6.948 -2.401
66 H 5.263 -4.547 -3.455
67 H 4.092 -2.561 -2.694
68 H 3.875 -0.605 -2.423
69 H 4.788 0.655 -0.213
70 H 2.757 2.333 4.203
71 H 0.518 3.661 3.966
72 H 3.694 0.828 4.772
73 H 5.538 -0.069 6.020
74 H 6.829 -2.263 2.580
75 H 4.975 -1.336 1.301
76 H -0.430 -3.935 -3.176
77 H -2.869 -2.959 -2.851
78 N 0.095 0.807 -3.207
79 C -0.793 1.139 -4.167
80 C -1.499 2.215 -3.685
81 C -0.952 2.451 -2.407
82 N 0.011 1.588 -2.127
83 H 0.760 0.051 -3.196
84 H -0.851 0.595 -5.095
85 H -2.293 2.749 -4.178
86 H -1.227 3.199 -1.680

The gap between HOMO and LUMO (alpha / beta) is 5.38 / 5.39 eV. As for the lowest unoccupied orbital energy (alpha / beta): -1.70 / -1.70 eV. The calculation puts the energy relative to the best compared isomer or geometry (same formula, charge and spin) at 195.1 kJ/mol. Its largest force on an atom is 1.024 eV/Å. As for the total charge: 0. The energy comes out at -94016.4454 eV.